{"formula": "C78H201N15O24", "method": "ωB97M-V/def2-TZVPD", "species": ["C", "O", "C", "C", "N", "C", "C", "O", "C", "H", "H", "H", "H", "H", "H", "H", "H", "H", "H", "H", "H", "H", "H", "H", "C", "O", "C", "C", "N", "C", "C", "O", "C", "H", "H", "H", "H", "H", "H", "H", "H", "H", "H", "H", "H", "H", "H", "H", "C", "O", "C", "C", "N", "C", "C", "O", "C", "H", "H", "H", "H", "H", "H", "H", "H", "H", "H", "H", "H", "H", "H", "H", "C", "O", "C", "C", "N", "C", "C", "O", "C", "H", "H", "H", "H", "H", "H", "H", "H", "H", "H", "H", "H", "H", "H", "H", "C", "O", "C", "C", "N", "C", "C", "O", "C", "H", "H", "H", "H", "H", "H", "H", "H", "H", "H", "H", "H", "H", "H", "H", "C", "O", "C", "C", "N", "C", "C", "O", "C", "H", "H", "H", "H", "H", "H", "H", "H", "H", "H", "H", "H", "H", "H", "H", "C", "O", "C", "C", "N", "C", "C", "O", "C", "H", "H", "H", "H", "H", "H", "H", "H", "H", "H", "H", "H", "H", "H", "H", "C", "O", "C", "C", "N", "C", "C", "O", "C", "H", "H", "H", "H", "H", "H", "H", "H", "H", "H", "H", "H", "H", "H", "H", "C", "O", "C", "C", "N", "C", "C", "O", "C", "H", "H", "H", "H", "H", "H", "H", "H", "H", "H", "H", "H", "H", "H", "H", "C", "C", "C", "O", "C", "N", "H", "H", "H", "H", "H", "H", "H", "H", "H", "H", "H", "C", "C", "C", "O", "C", "N", "H", "H", "H", "H", "H", "H", "H", "H", "H", "H", "H", "C", "C", "C", "O", "C", "N", "H", "H", "H", "H", "H", "H", "H", "H", "H", "H", "H", "C", "C", "C", "O", "C", "N", "H", "H", "H", "H", "H", "H", "H", "H", "H", "H", "H", "C", "C", "C", "O", "C", "N", "H", "H", "H", "H", "H", "H", "H", "H", "H", "H", "H", "C", "C", "C", "O", "C", "N", "H", "H", "H", "H", "H", "H", "H", "H", "H", "H", "H"], "positions_angstrom": [[-0.876, -7.505, 5.445], [-0.307, -6.504, 4.699], [0.431, -5.598, 5.472], [1.073, -4.606, 4.500], [2.082, -5.369, 3.744], [2.985, -4.633, 2.919], [3.982, -3.861, 3.704], [4.867, -3.212, 2.859], [5.862, -2.502, 3.599], [-0.105, -8.000, 6.006], [-1.512, -8.102, 4.829], [-1.643, -7.131, 6.185], [1.248, -6.095, 6.086], [-0.182, -5.052, 6.232], [1.521, -3.778, 5.090], [0.306, -4.112, 3.819], [1.584, -6.091, 3.222], [2.428, -4.004, 2.270], [3.584, -5.315, 2.331], [4.525, -4.623, 4.285], [3.460, -3.139, 4.425], [6.589, -2.061, 2.884], [6.326, -3.136, 4.320], [5.310, -1.616, 4.128], [6.107, 7.206, 2.462], [4.678, 7.309, 2.541], [4.054, 6.663, 1.424], [2.516, 6.739, 1.772], [1.827, 5.827, 0.924], [0.374, 5.908, 0.960], [-0.173, 4.688, 0.272], [0.264, 3.527, 0.988], [-0.174, 2.314, 0.409], [6.515, 7.717, 1.557], [6.447, 6.122, 2.419], [6.616, 7.645, 3.359], [4.432, 5.643, 1.340], [4.276, 7.259, 0.535], [2.150, 7.733, 1.564], [2.383, 6.588, 2.851], [2.048, 4.869, 1.175], [0.067, 6.749, 0.344], [-0.071, 5.999, 2.002], [0.243, 4.594, -0.724], [-1.279, 4.680, 0.140], [-0.174, 1.526, 1.161], [0.518, 2.097, -0.448], [-1.120, 2.344, -0.104], [-9.377, -1.600, -0.741], [-9.599, -0.533, 0.166], [-8.741, 0.552, -0.227], [-9.128, 1.865, 0.573], [-7.932, 2.655, 0.673], [-7.046, 2.205, 1.699], [-5.630, 2.968, 1.408], [-4.764, 2.887, 2.468], [-3.437, 3.124, 2.167], [-9.355, -1.259, -1.745], [-10.098, -2.378, -0.700], [-8.412, -2.128, -0.578], [-8.839, 0.722, -1.290], [-7.671, 0.306, -0.074], [-9.570, 1.523, 1.531], [-9.921, 2.388, 0.073], [-8.107, 3.659, 0.848], [-6.869, 1.126, 1.572], [-7.407, 2.397, 2.710], [-5.863, 4.004, 1.340], [-5.353, 2.572, 0.414], [-3.020, 2.435, 1.391], [-2.804, 2.858, 3.040], [-3.250, 4.124, 1.840], [-1.560, -6.656, 1.519], [-1.376, -6.635, 0.145], [-0.597, -5.516, -0.269], [-0.462, -5.443, -1.800], [0.647, -6.342, -2.139], [1.050, -6.188, -3.533], [0.020, -6.602, -4.571], [-0.420, -7.985, -4.524], [-1.624, -8.194, -5.304], [-1.821, -5.614, 1.825], [-0.659, -7.052, 1.994], [-2.450, -7.240, 1.643], [0.365, -5.621, 0.265], [-1.091, -4.654, 0.179], [-0.287, -4.432, -2.215], [-1.393, -5.779, -2.158], [0.319, -7.284, -1.963], [1.963, -6.764, -3.729], [1.316, -5.120, -3.635], [0.425, -6.478, -5.584], [-0.843, -5.954, -4.535], [-1.465, -8.050, -6.388], [-2.459, -7.540, -4.978], [-1.952, -9.233, -5.132], [3.465, 1.673, 1.054], [4.882, 1.594, 1.110], [5.377, 0.310, 0.905], [6.851, 0.535, 0.778], [7.422, 1.016, 2.047], [8.814, 1.513, 2.068], [9.132, 2.856, 1.433], [8.875, 3.953, 2.295], [9.226, 5.134, 1.681], [3.138, 1.760, 0.000], [3.158, 2.540, 1.646], [3.053, 0.779, 1.552], [4.945, -0.080, -0.055], [5.197, -0.355, 1.703], [7.028, 1.196, -0.103], [7.324, -0.450, 0.674], [6.820, 1.704, 2.447], [9.392, 0.766, 1.508], [9.230, 1.450, 3.056], [8.490, 2.890, 0.523], [10.174, 2.866, 1.169], [8.551, 5.424, 0.878], [10.267, 5.214, 1.362], [9.170, 5.946, 2.377], [0.694, 2.605, 3.948], [-0.556, 2.856, 4.629], [-0.419, 3.182, 5.985], [-1.787, 3.344, 6.562], [-2.539, 2.094, 6.773], [-3.334, 1.630, 5.583], [-4.177, 0.448, 6.018], [-4.896, 0.805, 7.160], [-5.424, -0.343, 7.841], [1.182, 3.570, 3.635], [0.526, 2.094, 3.019], [1.356, 1.969, 4.535], [0.140, 4.153, 6.051], [0.243, 2.442, 6.403], [-2.275, 4.101, 5.950], [-1.658, 3.839, 7.511], [-3.074, 2.124, 7.616], [-2.618, 1.313, 4.842], [-3.917, 2.471, 5.172], [-3.510, -0.398, 6.324], [-4.823, 0.117, 5.195], [-4.686, -1.044, 8.217], [-6.138, -0.752, 7.103], [-5.942, 0.019, 8.706], [2.231, -0.707, 3.426], [1.399, -0.422, 2.330], [1.487, -1.473, 1.275], [0.735, -0.951, 0.097], [0.676, -1.979, -0.876], [0.086, -1.431, -2.113], [-1.457, -1.249, -2.052], [-1.847, -0.126, -1.321], [-3.209, 0.216, -1.464], [1.827, -1.323, 4.192], [2.599, 0.194, 3.899], [3.101, -1.236, 3.033], [1.020, -2.484, 1.533], [2.572, -1.637, 1.088], [1.192, -0.068, -0.429], [-0.340, -0.707, 0.377], [1.561, -2.464, -1.126], [0.240, -2.113, -2.928], [0.519, -0.521, -2.514], [-1.970, -2.080, -1.532], [-1.855, -1.218, -3.054], [-3.333, 1.204, -1.101], [-3.822, -0.487, -0.907], [-3.603, 0.315, -2.505], [-2.164, -0.512, -6.940], [-2.022, -1.590, -6.106], [-2.654, -2.704, -6.715], [-2.346, -4.004, -6.008], [-2.768, -4.111, -4.607], [-4.081, -4.659, -4.412], [-4.355, -4.780, -2.905], [-4.351, -3.517, -2.295], [-4.317, -3.605, -0.832], [-1.513, -0.589, -7.841], [-1.944, 0.399, -6.400], [-3.195, -0.500, -7.259], [-2.263, -2.756, -7.742], [-3.732, -2.583, -6.762], [-1.264, -4.088, -5.978], [-2.698, -4.833, -6.580], [-2.630, -3.274, -4.038], [-4.109, -5.657, -4.741], [-4.837, -4.134, -5.001], [-3.591, -5.421, -2.453], [-5.287, -5.271, -2.648], [-4.260, -2.534, -0.583], [-3.478, -4.163, -0.538], [-5.252, -4.031, -0.490], [7.836, 8.149, -0.754], [6.491, 7.775, -0.993], [6.035, 8.163, -2.244], [4.716, 7.543, -2.458], [4.743, 6.155, -2.136], [3.522, 5.440, -2.265], [3.631, 3.975, -1.991], [3.949, 3.298, -3.164], [4.521, 2.061, -2.883], [8.374, 7.629, -1.585], [8.137, 7.683, 0.200], [8.044, 9.206, -0.820], [6.733, 7.743, -2.990], [6.213, 9.243, -2.435], [4.434, 7.668, -3.532], [3.974, 8.141, -1.885], [5.274, 5.971, -1.294], [3.267, 5.411, -3.328], [2.674, 5.910, -1.728], [2.716, 3.575, -1.464], [4.450, 3.757, -1.279], [5.328, 2.097, -2.144], [4.850, 1.615, -3.819], [3.813, 1.317, -2.435], [-2.781, 2.503, -4.525], [-2.141, 3.561, -3.634], [-0.968, 4.172, -4.324], [0.057, 3.325, -4.812], [0.855, 2.804, -3.747], [-3.054, 4.641, -3.303], [-3.763, 2.237, -4.163], [-2.113, 1.649, -4.514], [-2.891, 2.931, -5.540], [-1.749, 3.079, -2.737], [-0.550, 4.931, -3.655], [-1.338, 4.655, -5.243], [0.266, 2.138, -3.070], [1.298, 3.700, -3.192], [1.624, 2.249, -4.248], [-2.633, 5.238, -2.596], [-3.902, 4.308, -2.932], [-7.452, 3.980, -3.806], [-7.159, 2.805, -2.877], [-6.947, 1.468, -3.592], [-6.470, 0.447, -2.737], [-6.378, -0.685, -3.505], [-5.887, 3.100, -2.140], [-6.554, 4.376, -4.310], [-7.773, 4.834, -3.173], [-8.247, 3.699, -4.434], [-8.039, 2.675, -2.197], [-6.297, 1.553, -4.451], [-7.879, 1.150, -3.986], [-6.109, -1.514, -2.813], [-5.649, -0.525, -4.291], [-7.311, -0.911, -4.007], [-6.101, 3.772, -1.430], [-5.617, 2.261, -1.667], [0.956, -0.008, -5.497], [1.238, -1.057, -6.618], [2.702, -0.961, -6.999], [3.056, -1.927, -7.967], [4.354, -1.727, -8.563], [1.002, -2.395, -6.006], [0.895, 0.952, -5.933], [1.756, -0.090, -4.761], [-0.019, -0.247, -5.058], [0.634, -0.786, -7.477], [3.321, -1.186, -6.091], [2.886, 0.073, -7.332], [4.284, -0.792, -9.255], [4.567, -2.588, -9.221], [5.133, -1.544, -7.818], [-0.015, -2.509, -6.205], [1.505, -3.054, -6.533], [-0.934, -2.084, 6.405], [-0.509, -1.431, 7.736], [0.753, -0.592, 7.642], [1.799, -1.444, 7.302], [3.055, -0.723, 7.114], [-1.647, -0.532, 8.157], [-1.780, -2.677, 6.764], [-0.232, -2.844, 6.076], [-1.188, -1.524, 5.502], [-0.452, -2.172, 8.499], [0.980, 0.020, 8.560], [0.569, 0.146, 6.838], [3.774, -1.528, 6.924], [3.366, -0.306, 8.050], [3.063, 0.034, 6.291], [-1.752, 0.252, 7.511], [-1.444, -0.118, 9.026], [3.720, -1.989, -3.095], [3.674, -3.456, -2.888], [5.003, -3.949, -2.364], [5.255, -3.232, -1.181], [6.184, -3.836, -0.347], [2.585, -3.810, -1.918], [4.510, -1.747, -3.864], [3.902, -1.451, -2.136], [2.735, -1.627, -3.436], [3.543, -4.021, -3.803], [5.846, -3.788, -2.979], [4.828, -4.987, -2.216], [7.101, -3.969, -0.962], [5.845, -4.913, -0.165], [6.304, -3.230, 0.540], [2.112, -4.672, -2.092], [3.041, -3.871, -1.011], [-1.971, -2.174, 1.791], [-2.456, -0.780, 2.103], [-3.956, -0.757, 2.590], [-4.871, -1.079, 1.556], [-6.043, -1.763, 1.900], [-1.585, -0.229, 3.155], [-1.306, -2.201, 0.939], [-2.737, -2.845, 1.449], [-1.555, -2.575, 2.701], [-2.390, -0.170, 1.179], [-4.164, 0.236, 3.049], [-4.144, -1.406, 3.460], [-6.710, -1.802, 1.043], [-6.647, -1.255, 2.684], [-5.790, -2.737, 2.338], [-0.599, -0.477, 2.967], [-1.575, 0.791, 3.046]], "lowdin_charge": [-0.1336, -0.1975, -0.2383, -0.1948, -0.0501, -0.2286, -0.2748, -0.2152, -0.0881, 0.0841, 0.0786, 0.1048, 0.1438, 0.1178, 0.1011, 0.1291, 0.1076, 0.0849, 0.1290, 0.1340, 0.1234, 0.0814, 0.0722, 0.1136, -0.1065, -0.2057, -0.1762, -0.1945, -0.0699, -0.2014, -0.2134, -0.2168, -0.0975, 0.0626, 0.0918, 0.0966, 0.1163, 0.1034, 0.1156, 0.1184, 0.0932, 0.1180, 0.1409, 0.1048, 0.1239, 0.0654, 0.0891, 0.0637, -0.1151, -0.1678, -0.1944, -0.1814, -0.1018, -0.1703, -0.1998, -0.1771, -0.1121, 0.0655, 0.0745, 0.0847, 0.0899, 0.1102, 0.1206, 0.1064, 0.1317, 0.0978, 0.1191, 0.1048, 0.1041, 0.0854, 0.0791, 0.0797, -0.1174, -0.2078, -0.2035, -0.1724, -0.0591, -0.2063, -0.2089, -0.1932, -0.0958, 0.0934, 0.0861, 0.0842, 0.1225, 0.0876, 0.1172, 0.0814, 0.1158, 0.1230, 0.0994, 0.1227, 0.0770, 0.0862, 0.0746, 0.0872, -0.0598, -0.1972, -0.2440, -0.2074, -0.0470, -0.1869, -0.2191, -0.1593, -0.1617, 0.0770, 0.0914, 0.0688, 0.1369, 0.0909, 0.1187, 0.1145, 0.0919, 0.1170, 0.1079, 0.1287, 0.1121, 0.0776, 0.0925, 0.0777, -0.0681, -0.2029, -0.2435, -0.1929, -0.0425, -0.1623, -0.2497, -0.2003, -0.0824, 0.1023, 0.0400, 0.0713, 0.1342, 0.0973, 0.1191, 0.1126, 0.0930, 0.0694, 0.1185, 0.1104, 0.1066, 0.0767, 0.0944, 0.0744, -0.1142, -0.2434, -0.1510, -0.2598, -0.0520, -0.1756, -0.1975, -0.2094, -0.0879, 0.0710, 0.0731, 0.0647, 0.1301, 0.1256, 0.1196, 0.1034, 0.0629, 0.0898, 0.0952, 0.1176, 0.1022, 0.0616, 0.0724, 0.0925, -0.1363, -0.2038, -0.2164, -0.1885, -0.0387, -0.2031, -0.2243, -0.2140, -0.0428, 0.1006, 0.0735, 0.0870, 0.1310, 0.1201, 0.0893, 0.1173, 0.1059, 0.0861, 0.1175, 0.1092, 0.1182, 0.0700, 0.0579, 0.0905, -0.0897, -0.2260, -0.2691, -0.2380, -0.0490, -0.2241, -0.2648, -0.1742, -0.1202, 0.1023, 0.0699, 0.0856, 0.1214, 0.1361, 0.1387, 0.1229, 0.1051, 0.1251, 0.1119, 0.1155, 0.1186, 0.0812, 0.0903, 0.0854, -0.0357, -0.4678, -0.2349, -0.1805, -0.0869, 0.0663, 0.0513, 0.0619, 0.0985, 0.1152, 0.1188, 0.1356, 0.0903, 0.0941, 0.0597, 0.0710, 0.0104, -0.0567, -0.3915, -0.2135, -0.1964, -0.1339, 0.0686, 0.0863, 0.0855, 0.0563, 0.1246, 0.1210, 0.1098, 0.1004, 0.0851, 0.0849, 0.0571, 0.0312, -0.0548, -0.3921, -0.2296, -0.2086, -0.0955, 0.0832, 0.0598, 0.0618, 0.0665, 0.1176, 0.1253, 0.1332, 0.1104, 0.0856, 0.0775, 0.0512, 0.0420, -0.0456, -0.3714, -0.2477, -0.1938, -0.0744, 0.0519, 0.0791, 0.0280, 0.0622, 0.1247, 0.1373, 0.1140, 0.0823, 0.0716, 0.0876, 0.0312, 0.0441, -0.0685, -0.3936, -0.2143, -0.2176, -0.1023, 0.0803, 0.1016, 0.0793, 0.0544, 0.1353, 0.1186, 0.1157, 0.0932, 0.1114, 0.0692, 0.0216, 0.0873, -0.0456, -0.3799, -0.1668, -0.2109, -0.1158, 0.0784, 0.0460, 0.0580, 0.0771, 0.1159, 0.1055, 0.1208, 0.0664, 0.0949, 0.0930, 0.0585, 0.0493], "e_tot_ev": -155619.5580, "e_above_lowest_ev": 2.638, "gap_ev": 8.8575, "e_homo_ev": -8.27}